A structure of composition C7H7O6OsS in a non-equilibrium geometry. Source: the OMol25 dataset; level of theory: wB97M-V/def2-TZVPD.

Atoms and positions in Å:
H -0.493 -1.856 1.721
H -2.227 2.372 1.875
H 0.450 -2.892 -1.705
H -0.730 1.909 2.773
C 2.158 1.310 -1.390
O 1.774 -1.013 -4.377
H -1.228 -1.066 3.153
H 0.375 -0.494 2.531
S -1.452 0.261 1.200
H -2.327 1.144 3.186
C 1.365 -0.579 -3.379
C 1.625 -1.123 -0.508
C -0.600 -0.916 2.267
C -1.697 1.563 2.390
O -0.682 2.757 -2.873
C -0.314 -2.165 -1.292
C -0.194 1.821 -2.415
O -1.376 -2.251 -0.773
Os 0.749 0.107 -1.745
O 3.002 2.068 -1.148
O -0.381 0.805 0.248
O 2.203 -1.763 0.263

Properties
Kohn-Sham gap (spin up / spin down)	7.33 / 6.76	eV
molar mass	409.4	g/mol
expectation value of S²	6.0309
energy relative to the best compared isomer or geometry (same formula, charge and spin)	88.7	kJ/mol
multiplicity	5
charge	+3
E_HOMO (spin up / spin down)	-20.0054 / -23.4967	eV